(1)
13
Properties=species:S:1:pos:R:3 method="wB97M-V/def2-TZVPD" e_above_lowest_ev=5.157 orbital_gap_ev="7.083 / 7.079" charge=0
C -2.25 0.95 -0.33
C -2.67 -0.17 0.18
C 1.31 -0.12 -0.12
C 2.56 -0.33 -0.12
C -0.79 1.27 -0.29
C -2.98 -1.37 0.21
C 0.01 -0.02 0.01
H 3.36 -0.17 0.67
H 2.99 -0.76 -1.00
H -0.37 1.84 -1.28
H -0.73 1.81 0.61
H -3.47 -2.27 0.15
H -0.59 -0.78 0.50



(2)
16
Properties=species:S:1:pos:R:3 method="wB97M-V/def2-TZVPD" e_above_lowest_ev=4.322 orbital_gap_ev=8.691 charge=0
C -0.97 0.89 1.30
N -1.15 0.19 0.03
H -2.01 -0.34 -0.01
H -0.71 0.78 -0.95
H -0.82 0.19 2.13
H -1.84 1.52 1.52
H -0.09 1.53 1.23
C 0.17 -0.67 -0.54
N 1.09 -1.09 0.42
O 1.60 1.16 -0.87
O -0.46 -1.73 -1.18
N 0.56 0.32 -1.48
H 2.36 1.01 -1.44
H -0.11 -1.71 -2.08
H 1.64 -0.33 0.80
H 0.74 -1.74 1.11



(3)
10
Properties=species:S:1:pos:R:3 method="wB97M-V/def2-TZVPD" orbital_gap_ev=5.375 charge=+2
C -2.68 -1.17 0.19
O -0.12 0.92 -0.13
O -1.82 -1.98 0.13
O -3.77 -0.79 0.28
Y 0.49 2.82 -1.08
P 1.18 0.12 0.14
F 2.04 1.31 -0.97
F 2.17 0.74 1.22
F 0.88 -1.06 1.18
F 1.62 -0.91 -0.96



(4)
29
Properties=species:S:1:pos:R:3 method="wB97M-V/def2-TZVPD" e_above_lowest_ev=0.019 smiles=CC[Si]1(CC)O[C@H](C)c2ccsc21 orbital_gap_ev=9.394 charge=0
C 1.74 -0.82 2.02
C 1.89 0.29 1.00
Si 0.37 0.65 -0.08
C 0.52 2.41 -0.87
C -0.70 2.80 -1.75
O -1.09 0.46 0.70
C -1.73 -0.89 0.52
C -1.61 -1.65 1.86
C -1.10 -1.58 -0.60
C -1.29 -2.77 -1.24
C -0.39 -3.09 -2.21
S 0.77 -1.88 -2.40
C 0.06 -0.97 -1.12
H 0.80 -0.63 2.48
H 1.48 -1.86 1.46
H 2.59 -0.99 2.69
H 2.79 0.12 0.18
H 2.15 1.18 1.46
H 0.61 3.17 -0.13
H 1.46 2.39 -1.43
H -0.77 2.48 -2.82
H -1.59 2.39 -1.13
H -0.83 3.93 -1.83
H -2.73 -0.68 0.34
H -0.55 -1.94 2.10
H -2.31 -2.45 1.87
H -1.79 -0.96 2.65
H -2.10 -3.51 -0.99
H -0.45 -4.02 -2.83



(5)
12
Properties=species:S:1:pos:R:3 method="wB97M-V/def2-TZVPD" e_above_lowest_ev=2.626 smiles="C=O.NCO" orbital_gap_ev=10.024 charge=0
C -1.76 -1.48 0.48
O -2.90 -1.23 0.12
H -1.17 -0.85 1.20
H -1.24 -2.25 -0.12
N 0.59 0.77 -1.30
C 1.12 0.44 -0.02
O 0.22 0.85 1.02
H 1.32 0.80 -2.00
H -0.13 1.46 -1.41
H 1.16 -0.65 0.07
H 2.11 0.88 0.23
H 0.70 1.26 1.74



(6)
161
Properties=species:S:1:pos:R:3 method="wB97M-V/def2-TZVPD" orbital_gap_ev=1.018 charge=+2
C -0.91 0.11 3.98
C 0.28 0.24 3.20
C 1.54 0.25 2.11
C 1.93 -1.32 1.85
C 3.32 -1.57 1.03
C 3.54 -0.61 -0.28
C 5.03 0.14 -0.45
N 6.17 -0.05 0.54
C 5.34 1.10 -1.75
C 4.23 1.38 -2.96
C 2.76 0.64 -2.82
C 2.46 -0.32 -1.48
S 0.73 -1.09 -1.43
C -0.36 0.28 -2.19
C 0.36 1.11 -3.44
C -0.51 2.30 -4.18
C -2.03 2.72 -3.72
C -2.77 3.96 -4.52
C -3.09 5.28 -3.59
C -2.21 5.37 -2.20
C -0.59 5.51 -2.42
C 0.12 4.51 -1.30
C -2.68 1.89 -2.45
S -4.44 2.42 -1.94
C -1.87 0.66 -1.67
B -2.54 -0.15 -0.41
O -2.11 0.27 0.98
N -3.57 -1.25 -0.55
C -4.19 -1.30 -1.93
C -4.73 -0.80 0.37
N 1.77 0.86 -3.94
B 1.76 -0.30 -4.92
N 0.48 -1.00 -5.40
O 3.05 -0.78 -5.49
H -1.93 -0.33 4.42
H 2.42 0.87 2.60
H 1.10 0.79 1.14
H 1.03 -1.92 1.35
H 2.07 -1.83 2.92
H 3.49 -2.71 0.72
H 4.21 -1.32 1.78
H 6.92 0.66 0.29
H 5.78 0.30 1.46
H 6.42 1.60 -1.84
H 4.49 2.05 -3.88
H -0.01 2.88 -5.08
H -2.14 4.35 -5.45
H -3.82 3.53 -4.88
H -4.24 5.36 -3.30
H -2.86 6.29 -4.18
H -2.57 6.35 -1.63
H -2.41 4.48 -1.44
H -0.23 5.32 -3.52
H -0.28 6.61 -2.14
H -0.25 4.81 -0.21
H -0.25 3.39 -1.48
H 1.29 4.56 -1.30
H -4.28 3.14 -0.73
H -2.45 1.22 1.11
H -4.95 -0.42 -2.12
H -4.83 -2.30 -1.99
H -3.40 -1.39 -2.81
H -5.68 -1.35 -0.04
H -4.50 -0.98 1.50
H -4.82 0.36 0.20
H 0.73 -1.79 -6.07
H -0.03 -1.46 -4.62
H 3.07 -1.76 -5.22
Ca 2.82 -1.91 -7.52
C -4.30 -3.50 4.93
O -5.52 -3.53 4.89
N -3.60 -3.75 6.06
N -3.54 -3.24 3.85
H -2.60 -3.73 6.11
H -4.13 -3.95 6.89
H -4.02 -3.05 2.99
H -2.53 -3.21 3.87
O 8.37 1.46 1.44
H 8.68 0.96 2.17
C -1.38 4.48 6.23
C -0.20 3.93 7.01
C 1.11 4.13 6.26
O -0.39 2.54 7.25
H -1.48 3.97 5.26
H -2.31 4.32 6.77
H -1.26 5.56 6.04
H -0.14 4.42 7.99
H 1.10 3.61 5.30
H 1.95 3.72 6.83
H 1.30 5.20 6.08
H -0.44 2.09 6.38
C 12.51 2.79 1.67
C 11.40 2.34 2.61
N 10.49 1.96 3.39
H 12.59 3.88 1.70
H 13.46 2.35 1.97
H 12.28 2.48 0.65
C 5.85 -6.22 -9.29
C 5.13 -6.80 -10.48
C 4.10 -5.73 -10.78
O 4.68 -4.48 -10.38
C 5.86 -4.74 -9.62
H 6.85 -6.63 -9.14
H 5.27 -6.40 -8.38
H 5.82 -6.90 -11.32
H 4.68 -7.78 -10.29
H 3.19 -5.88 -10.19
H 3.83 -5.70 -11.84
H 6.72 -4.48 -10.24
H 5.87 -4.11 -8.72
C 1.99 -10.04 -3.62
Si 1.17 -8.43 -3.09
C 0.49 -8.70 -1.36
C -0.26 -8.12 -4.26
N 2.37 -7.16 -3.15
Si 1.97 -5.53 -2.71
C 1.40 -5.36 -0.93
C 0.66 -4.78 -3.83
C 3.52 -4.47 -2.90
H 1.27 -10.86 -3.60
H 2.38 -9.96 -4.64
H 2.82 -10.29 -2.96
H -0.07 -9.64 -1.32
H -0.19 -7.90 -1.07
H 1.30 -8.76 -0.63
H 0.10 -7.85 -5.25
H -0.92 -7.34 -3.89
H -0.87 -9.03 -4.36
H 0.40 -5.76 -0.79
H 1.38 -4.30 -0.64
H 2.09 -5.88 -0.25
H 0.90 -4.95 -4.88
H 0.60 -3.70 -3.67
H -0.33 -5.19 -3.62
H 3.89 -4.49 -3.93
H 4.32 -4.83 -2.24
H 3.31 -3.43 -2.64
Al -5.58 0.00 -3.84
C -5.04 5.62 6.64
C -5.19 6.23 5.24
C -6.40 5.59 4.53
O -4.11 5.93 4.54
H -4.89 4.54 6.61
H -4.20 6.07 7.18
H -5.94 5.81 7.23
H -5.46 7.29 5.39
H -6.29 4.51 4.42
H -6.55 6.02 3.53
H -7.31 5.78 5.10
C -6.91 8.08 10.37
C -7.78 6.99 9.76
C -8.29 6.03 10.82
O -7.03 6.27 8.79
H -6.03 7.65 10.86
H -6.54 8.76 9.59
H -7.46 8.66 11.11
H -8.63 7.45 9.24
H -7.46 5.52 11.32
H -8.90 5.25 10.37
H -8.89 6.55 11.58
H -6.27 5.86 9.24



no.,M (g mol⁻¹),total energy (eV)
1,90.12,-7348.3423
2,107.11,-10781.7203
3,255.88,-28365.9428
4,212.39,-31390.0976
5,77.08,-7770.8996
6,1093.27,-141246.6098